Arrangement i

# H30O15

A 15-piece molecular cluster, H30O15 overall (wB97M-V/def2-TZVPD, the Open Molecules 2025 dataset).

- HOMO: -10.87 eV
- Frontier orbital gap: 10.5 eV

Structure (XYZ):
```
45
H30O15, DFT wB97M-V/def2-TZVPD
O -0.451 1.404 -0.578
H 0.152 0.663 -0.720
H 0.125 2.216 -0.448
O 1.081 -3.408 -3.038
H 1.744 -2.569 -3.085
H 0.162 -2.994 -2.845
O -1.825 -0.829 2.953
H -2.015 -0.652 3.866
H -2.208 -0.049 2.458
O 2.497 -0.985 -0.094
H 2.762 -0.253 -0.718
H 2.257 -0.420 0.687
O 0.510 -3.668 0.425
H 0.655 -4.364 1.109
H 1.063 -4.005 -0.248
O 0.426 -0.099 3.250
H 0.180 -0.967 3.079
H 1.219 0.056 3.688
O -1.722 -3.418 1.796
H -2.310 -2.997 2.428
H -1.254 -2.658 1.347
O 2.597 2.534 -0.525
H 2.471 3.289 0.001
H 2.214 1.751 -0.083
O -2.579 3.574 1.933
H -1.761 3.952 1.508
H -2.362 3.150 2.799
O 0.604 2.082 -2.977
H 0.080 2.404 -3.768
H 0.115 2.568 -2.325
O 0.939 2.562 2.124
H 1.764 2.901 2.285
H 0.798 1.658 2.091
O 2.219 -2.313 2.150
H 2.687 -2.055 1.344
H 1.418 -2.689 1.966
O -2.198 0.170 -1.966
H -2.232 1.158 -2.061
H -1.386 -0.188 -1.666
O -4.305 1.595 -2.117
H -4.249 0.699 -2.462
H -4.029 1.638 -1.144
O 1.456 -0.416 -3.931
H 0.738 -0.393 -4.506
H 1.954 0.368 -3.980
```

=====

Arrangement ii

# H30O15

A 15-piece molecular cluster, H30O15 overall (wB97M-V/def2-TZVPD, the Open Molecules 2025 dataset).

- HOMO: -9.47 eV
- Frontier orbital gap: 9.2 eV

Structure (XYZ):
```
45
H30O15, DFT wB97M-V/def2-TZVPD
O 8.792 19.420 -20.292
H 8.735 19.392 -21.228
H 8.918 20.306 -20.066
O 8.562 16.548 -21.858
H 8.671 15.695 -21.483
H 8.512 16.390 -22.815
O 9.712 17.458 -24.281
H 10.512 17.274 -23.820
H 9.846 17.771 -25.171
O 7.651 13.817 -22.186
H 8.438 13.661 -22.703
H 7.166 14.442 -22.732
O 9.803 14.131 -23.671
H 10.019 13.227 -23.964
H 10.434 14.254 -22.974
O 8.564 19.347 -22.915
H 9.117 18.793 -23.395
H 7.724 19.220 -23.333
O 6.650 18.377 -25.150
H 6.146 18.067 -25.859
H 6.921 17.609 -24.674
O 6.959 15.925 -23.894
H 5.997 16.065 -23.950
H 7.240 15.700 -24.779
O 9.173 14.907 -18.845
H 9.413 15.734 -18.446
H 8.745 14.290 -18.203
O 7.355 17.673 -18.659
H 7.018 16.778 -18.808
H 7.917 17.974 -19.397
O 5.977 17.418 -21.390
H 6.783 17.192 -21.800
H 5.724 18.350 -21.619
O 10.751 17.533 -20.447
H 10.098 17.064 -20.955
H 10.487 18.440 -20.480
O 9.205 12.207 -20.571
H 8.618 12.940 -20.731
H 8.824 11.732 -19.844
O 11.019 14.385 -21.066
H 11.794 14.914 -20.870
H 10.454 14.565 -20.347
O 6.497 15.066 -18.740
H 6.394 14.981 -17.757
H 7.452 14.975 -18.894
```

=====

Which of them is the most stable, and which is the least stable? arrangement ii and arrangement i, in that order.

=====

Arrangement i

# C3H5NO2S

One molecule with the formula C3H5NO2S (wB97M-V/def2-TZVPD, the Open Molecules 2025 dataset).

- HOMO: -8.94 eV
- Frontier orbital gap: 9.1 eV

Structure (XYZ):
```
12
C3H5NO2S, DFT wB97M-V/def2-TZVPD
S 2.815 -0.075 -0.120
C 1.232 -0.173 -0.093
C 0.506 1.089 0.268
O -0.772 1.076 -0.528
C -1.482 -0.117 -0.147
O -0.745 -1.130 0.362
N 0.464 -1.216 -0.397
H 0.226 1.182 1.315
H 1.061 1.978 0.106
H -2.414 0.079 0.390
H -1.839 -0.636 -1.005
H 0.950 -2.058 -0.152
```

=====

Arrangement ii

# C3H5NO2S

One molecule with the formula C3H5NO2S (wB97M-V/def2-TZVPD, the Open Molecules 2025 dataset).

- HOMO: -9.27 eV
- Frontier orbital gap: 8.3 eV

Structure (XYZ):
```
12
C3H5NO2S, DFT wB97M-V/def2-TZVPD
C 1.399 -1.000 -0.015
N -0.037 -1.078 -0.263
C -0.944 -0.081 -0.131
S -2.587 -0.524 0.198
C -0.359 1.381 0.108
O 0.838 1.609 0.396
O -1.239 2.332 -0.229
H 1.667 -0.254 -0.781
H 2.125 -1.807 -0.018
H 1.629 -0.512 0.993
H -0.343 -2.006 0.219
H -2.149 1.939 -0.477
```

=====

Arrangement iii

# C3H5NO2S

One molecule with the formula C3H5NO2S (wB97M-V/def2-TZVPD, the Open Molecules 2025 dataset).

- HOMO: -9.01 eV
- Frontier orbital gap: 9.2 eV

Structure (XYZ):
```
12
C3H5NO2S, DFT wB97M-V/def2-TZVPD
C 0.066 -0.360 0.482
C -0.066 -1.607 -0.349
C -0.918 -0.096 1.637
N 1.506 1.160 -1.899
O 1.735 2.174 -2.499
O 0.202 0.876 -1.894
S -0.822 -0.302 -1.088
H 0.957 0.315 0.619
H 0.585 -2.332 -0.596
H -1.229 0.945 1.444
H -0.331 0.075 2.568
H -1.684 -0.848 1.577
```

=====

Arrangement iv

# C3H5NO2S

A 3-piece molecular cluster, C3H5NO2S overall (wB97M-V/def2-TZVPD, the Open Molecules 2025 dataset).

- HOMO: -10.20 eV
- Frontier orbital gap: 9.7 eV

Structure (XYZ):
```
12
C3H5NO2S, DFT wB97M-V/def2-TZVPD
C -0.003 -3.754 0.397
C 0.693 1.871 0.439
C -0.086 1.231 -0.461
N -0.371 -2.802 -0.145
O 3.546 0.309 0.981
O 2.856 -0.461 -1.179
S 2.576 -0.365 0.230
H 1.046 1.468 1.319
H 0.972 2.958 0.425
H 0.143 -4.700 0.841
H -0.095 0.165 -0.214
H -0.691 1.662 -1.281
```

=====

Which of them is the most stable, and which is the least stable? arrangement ii and arrangement iii, in that order.

=====

Arrangement i

# C3H5NO2S

One molecule with the formula C3H5NO2S (wB97M-V/def2-TZVPD, the Open Molecules 2025 dataset).

- HOMO: -9.10 eV
- Frontier orbital gap: 8.5 eV

Structure (XYZ):
```
12
C3H5NO2S, DFT wB97M-V/def2-TZVPD
N -0.179 -2.086 -0.265
C 0.492 -0.777 -0.201
C -0.358 0.262 0.655
O -1.132 -0.098 1.508
C -0.218 1.687 0.111
O 1.006 1.984 -0.378
S -1.624 2.242 -0.317
H -1.244 -2.089 -0.139
H 0.115 -2.792 0.447
H 0.591 -0.317 -1.115
H 1.421 -0.896 0.369
H 1.132 2.880 -0.675
```

=====

Arrangement ii

# C3H5NO2S

One molecule with the formula C3H5NO2S (wB97M-V/def2-TZVPD, the Open Molecules 2025 dataset).

- HOMO: -9.59 eV
- Frontier orbital gap: 10.2 eV

Structure (XYZ):
```
12
C3H5NO2S, DFT wB97M-V/def2-TZVPD
O 1.469 -2.131 -0.261
C 1.032 -1.010 -0.142
O 1.512 0.064 -0.650
C 0.732 1.180 -0.210
C -0.610 0.609 0.196
N -0.311 -0.652 0.602
S -1.466 -1.873 0.836
H 0.640 2.037 -1.005
H 1.321 1.726 0.565
H -1.086 1.249 1.048
H -1.559 0.749 -0.463
H -1.674 -1.949 -0.516
```

=====

Arrangement iii

# C3H5NO2S

C3H5NO2S as an isolated structure (wB97M-V/def2-TZVPD, the Open Molecules 2025 dataset).

- HOMO: -10.33 eV
- Frontier orbital gap: 10.8 eV

Structure (XYZ):
```
12
C3H5NO2S, DFT wB97M-V/def2-TZVPD
C 1.317 0.279 0.612
C 0.805 -0.206 -0.697
C 0.505 1.035 -0.471
N -0.923 -1.513 0.714
O -2.035 0.043 -1.107
O -1.436 0.920 1.111
S -1.380 -0.123 0.149
H 0.705 -0.062 1.361
H 2.342 0.512 0.806
H 0.981 -0.931 -1.520
H 0.032 1.997 -0.787
H -0.912 -1.949 -0.171
```

=====

Arrangement iv

# C3H5NO2S

One molecule with the formula C3H5NO2S (wB97M-V/def2-TZVPD, the Open Molecules 2025 dataset).

- HOMO: -8.77 eV
- Frontier orbital gap: 9.3 eV

Structure (XYZ):
```
12
C3H5NO2S, DFT wB97M-V/def2-TZVPD
O 2.070 -1.028 0.218
C 0.952 -0.541 0.180
N -0.110 -1.228 -0.373
S -1.584 -0.385 -0.204
C -0.856 0.771 0.914
C 0.621 0.924 0.370
O 0.756 1.693 -0.814
H -0.113 -2.238 -0.454
H -0.879 0.364 1.938
H -1.407 1.713 0.876
H 1.348 1.375 1.039
H 0.245 1.297 -1.535
```

=====

Which of them is the most stable, and which is the least stable? arrangement iv and arrangement iii, in that order.

=====

Arrangement i

# C5H12N3S

C5H12N3S as an isolated structure (wB97M-V/def2-TZVPD, the Open Molecules 2025 dataset).

- HOMO (alpha / beta): -12.61 / -12.77 eV
- Total charge: +1
- Frontier orbital gap (alpha / beta): 6.5 / 7.6 eV

Structure (XYZ):
```
21
C5H12N3S, DFT wB97M-V/def2-TZVPD
C -0.707 -1.412 -0.023
C 0.579 0.300 0.202
C 0.823 0.589 -1.252
C 1.916 -1.825 0.258
C -1.198 1.833 1.292
N 0.596 -1.142 0.169
N -1.545 -0.383 0.252
N -0.744 0.657 0.645
S -3.119 -0.430 -1.420
H -1.150 -2.391 -0.258
H 1.349 0.603 0.887
H 0.277 -0.010 -1.822
H 1.949 0.352 -1.433
H 0.471 1.677 -1.555
H 2.445 -2.018 -0.620
H 2.501 -1.152 0.870
H 1.805 -2.706 1.012
H -1.247 2.778 0.651
H -2.187 1.737 1.638
H -0.759 2.166 2.223
H -2.057 0.777 -1.715
```

=====

Arrangement ii

# C5H12N3S

A 2-piece molecular cluster, C5H12N3S overall (wB97M-V/def2-TZVPD, the Open Molecules 2025 dataset).

- HOMO: -12.95 eV
- Total charge: +1
- Frontier orbital gap: 9.7 eV

Structure (XYZ):
```
21
C5H12N3S, DFT wB97M-V/def2-TZVPD
C 0.577 0.595 0.155
C -0.543 1.206 0.631
C -0.932 -0.082 -1.396
C 1.947 0.623 0.727
C -0.677 2.069 1.829
N 0.328 -0.115 -1.001
N 1.297 -0.880 -1.585
N -1.590 -2.438 -0.498
S -1.906 0.856 -0.383
H -1.289 -0.575 -2.279
H 2.348 -0.387 0.793
H 1.927 1.059 1.720
H 2.616 1.223 0.111
H -0.158 3.015 1.680
H -0.246 1.586 2.704
H -1.722 2.282 2.030
H 2.190 -0.405 -1.664
H 0.997 -1.301 -2.455
H -0.958 -3.200 -0.722
H -2.488 -2.676 -0.906
H -1.719 -2.455 0.508
```

=====

Which of them is the most stable, and which is the least stable? arrangement ii and arrangement i, in that order.

=====

Arrangement i

# C2HN2O3

An isolated ion of composition C2HN2O3 and charge -1 (wB97M-V/def2-TZVPD, the Open Molecules 2025 dataset).

- HOMO: -5.18 eV
- Total charge: -1
- Frontier orbital gap: 9.6 eV

Structure (XYZ):
```
8
C2HN2O3, DFT wB97M-V/def2-TZVPD
N 2.620 -0.646 -0.540
C 1.583 -0.267 -0.167
C 0.218 -0.056 0.269
O -0.407 -1.185 0.433
O -0.102 1.059 0.995
N -0.545 1.033 -0.448
O -1.882 0.457 -0.495
H -1.485 -0.394 -0.047
```

=====

Arrangement ii

# C2HN2O3

An isolated ion of composition C2HN2O3 and charge -1 (wB97M-V/def2-TZVPD, the Open Molecules 2025 dataset).

- HOMO: -2.57 eV
- Total charge: -1
- Frontier orbital gap: 6.7 eV

Structure (XYZ):
```
8
C2HN2O3, DFT wB97M-V/def2-TZVPD
H 2.631 0.045 0.267
N 1.996 -0.712 0.011
C 0.806 -0.306 -0.133
N -0.526 -1.516 -0.036
O -1.577 -0.612 -0.028
C -1.338 0.639 -0.017
O -2.084 1.605 -0.038
O 0.092 0.858 -0.027
```

=====

Which of them is the most stable, and which is the least stable? arrangement ii and arrangement i, in that order.

=====

Arrangement i

# C3H6N2O3

A 2-piece molecular cluster, C3H6N2O3 overall (wB97M-V/def2-TZVPD, the Open Molecules 2025 dataset).

- HOMO: -8.68 eV
- Frontier orbital gap: 3.6 eV

Structure (XYZ):
```
14
C3H6N2O3, DFT wB97M-V/def2-TZVPD
O 2.223 0.812 1.000
C 0.986 0.780 1.147
N 0.239 1.985 1.133
C 0.220 -0.368 0.436
N 0.471 -0.219 2.136
C -1.346 -1.452 -2.714
O -2.074 -0.885 -1.880
O -0.117 -1.626 -2.716
H -0.715 1.909 1.457
H 0.719 2.834 1.387
H -0.820 -0.171 0.151
H 0.814 -0.955 -0.248
H 1.330 -0.760 2.277
H -1.929 -1.883 -3.566
```

=====

Arrangement ii

# C3H6N2O3

A 2-piece molecular cluster, C3H6N2O3 overall (wB97M-V/def2-TZVPD, the Open Molecules 2025 dataset).

- HOMO (alpha / beta): -8.06 / -8.94 eV
- Frontier orbital gap (alpha / beta): 7.3 / 8.8 eV

Structure (XYZ):
```
14
C3H6N2O3, DFT wB97M-V/def2-TZVPD
C -1.017 0.431 0.239
C -1.807 -0.800 0.310
C 0.664 1.443 -1.052
N 1.187 -0.967 0.449
N 2.069 -0.263 0.004
O 3.279 -0.237 -0.041
O -0.953 1.287 1.100
O -0.335 0.588 -0.979
H -2.090 -0.976 1.261
H -2.785 -0.870 -0.265
H -1.330 -1.703 -0.026
H 0.974 1.603 -1.968
H 0.641 2.131 -0.177
H 1.502 -1.666 1.146
```

=====

Which of them is the most stable, and which is the least stable? arrangement ii and arrangement i, in that order.